# 1
Computed, not measured: a molecular structure, C16H26BaF5N4S2, with wB97M-V/def2-TZVPD.

The geometry in XYZ format:
```
54
C16H26BaF5N4S2 (wB97M-V/def2-TZVPD)
Ba 0.931 -0.983 0.415
C -2.632 0.029 2.465
C -3.557 -1.077 1.895
N -2.875 -1.941 0.942
C -3.595 -2.343 -0.241
C -4.026 -1.167 -1.135
S -2.804 0.132 -1.500
C -3.238 1.441 -0.302
C -2.165 1.730 0.757
N -1.737 0.585 1.494
H -2.011 -0.399 3.257
H -3.276 0.798 2.927
H -4.397 -0.606 1.381
H -3.995 -1.649 2.723
H -2.405 -2.711 1.389
H -4.519 -2.908 -0.027
H -2.940 -3.003 -0.813
H -4.902 -0.665 -0.725
H -4.325 -1.571 -2.104
H -4.179 1.150 0.166
H -3.426 2.343 -0.887
H -2.570 2.538 1.395
H -1.289 2.142 0.244
H -0.746 0.671 1.930
C 1.058 1.979 4.257
C 1.661 1.318 2.985
C 1.872 2.452 1.954
C 3.063 0.798 3.378
N 0.812 0.275 2.479
H 1.705 2.755 4.699
H 0.879 1.197 4.999
H 0.095 2.430 3.997
H 2.516 3.258 2.335
H 0.902 2.881 1.686
H 2.332 2.053 1.043
H 3.701 1.573 3.831
H 3.574 0.414 2.486
H 2.947 -0.027 4.085
N -0.920 -2.580 -2.577
H -0.204 -1.873 -2.762
H -1.780 -2.047 -2.511
H -0.987 -3.128 -3.428
F 6.364 -1.111 -5.278
C 5.197 -0.828 -4.681
C 4.003 -1.009 -5.348
F 4.018 -1.483 -6.604
C 2.806 -0.709 -4.727
F 1.686 -0.921 -5.432
C 2.722 -0.201 -3.426
S 1.216 0.233 -2.685
C 3.957 -0.058 -2.785
F 3.997 0.367 -1.512
C 5.166 -0.354 -3.386
F 6.318 -0.190 -2.718
```

Results
Max |F|: 0.0354 Eh/bohr
Net charge: -1
HOMO level: -2.53 eV
Frontier orbital gap: 4.39 eV
E: -58925.032 eV
Energy relative to the best compared isomer or geometry (same formula, charge and spin): 22.2 kcal/mol

# 2
Computed, not measured: 11 unconnected molecules or ions with the total composition C16H26Cl8O13, with wB97M-V/def2-TZVPD.

The geometry in XYZ format:
```
63
C16H26Cl8O13 (wB97M-V/def2-TZVPD)
C 11.868 17.867 13.512
C 11.939 16.889 14.416
C 10.854 15.826 14.479
O 10.908 14.970 15.346
C 9.856 15.818 13.423
C 9.889 16.737 12.450
C 10.804 17.938 12.532
O 10.635 18.890 11.795
O 9.085 16.669 11.416
O 12.922 16.800 15.279
H 12.707 18.556 13.485
H 9.166 14.985 13.337
H 9.196 17.446 10.830
H 12.850 15.992 15.837
C 5.724 13.306 15.253
C 4.977 12.596 16.100
C 5.210 11.131 16.355
O 4.431 10.544 17.077
C 6.341 10.508 15.675
C 7.103 11.208 14.837
C 6.819 12.659 14.525
O 7.476 13.223 13.673
O 8.115 10.647 14.173
O 3.926 13.114 16.725
H 5.537 14.348 15.034
H 6.489 9.450 15.848
H 8.447 11.292 13.508
H 3.458 12.379 17.159
O 9.509 18.515 9.298
H 9.787 18.374 8.388
H 10.286 18.851 9.767
O 9.906 11.822 12.364
H 10.374 12.380 12.995
H 10.235 12.064 11.494
O 12.949 15.334 17.601
H 12.963 14.526 18.130
H 12.063 15.692 17.724
O 6.996 19.898 9.550
H 7.016 20.553 8.848
H 7.899 19.553 9.600
O 15.347 16.032 13.266
H 15.102 16.941 13.471
H 15.291 15.580 14.113
C 12.692 12.123 15.939
Cl 12.745 11.839 17.695
Cl 11.087 11.791 15.303
H 12.899 13.172 15.768
H 13.434 11.482 15.482
C 12.000 20.677 16.072
Cl 11.544 22.407 16.103
Cl 13.738 20.464 15.962
H 11.637 20.251 16.997
H 11.501 20.239 15.217
C 8.845 14.005 17.596
Cl 7.770 13.053 18.603
Cl 7.967 15.129 16.558
H 9.495 14.588 18.237
H 9.429 13.354 16.957
C 14.270 20.609 12.006
Cl 15.385 19.379 12.648
Cl 14.781 21.224 10.441
H 13.289 20.158 11.910
H 14.253 21.422 12.720
```

Results
Max |F|: 0.0191 Eh/bohr
HOMO level: -9.32 eV
Frontier orbital gap: 7.56 eV
E: -143810.392 eV

# 3
Computed, not measured: a molecular structure, C16H26ClIN2O3PW, with wB97M-V/def2-TZVPD.

The geometry in XYZ format:
```
51
C16H26ClIN2O3PW (wB97M-V/def2-TZVPD)
C -2.204 1.826 -5.874
C -2.259 0.416 -6.030
H -2.893 2.327 -6.592
H -1.148 2.111 -6.088
H -2.468 2.041 -4.815
O -2.459 -0.714 -6.255
I -2.212 -2.041 -1.652
W -0.429 -0.257 -1.752
P 1.402 -1.111 -2.931
C 1.484 -2.916 -2.764
C 1.216 -0.686 -4.673
H 3.191 0.496 -2.774
H 3.825 -1.183 -2.999
H 3.238 -0.644 -1.384
C 3.085 -0.557 -2.471
H 1.321 0.401 -4.807
H 2.027 -1.208 -5.204
H 2.265 -3.233 -3.470
H 0.526 -3.386 -3.014
H 0.242 -1.003 -5.072
H 1.775 -3.205 -1.743
C 0.627 -1.259 -0.395
O 1.231 -1.934 0.386
Cl -0.106 1.828 -2.674
C 2.335 1.377 5.057
C 1.329 0.254 5.058
N 0.511 0.235 3.847
C 0.064 -1.118 3.451
C -1.306 -1.548 3.962
C -0.297 1.327 3.613
O -0.338 2.304 4.358
C -1.086 1.320 2.325
C -2.370 1.865 2.286
C -3.050 1.853 1.077
C -2.443 1.308 -0.058
N -1.189 0.769 -0.015
C -0.477 0.863 1.151
H 2.901 1.389 4.115
H 3.053 1.223 5.869
H 1.825 2.334 5.205
H 1.834 -0.712 5.128
H 0.676 0.381 5.930
H 0.075 -1.150 2.356
H 0.855 -1.808 3.793
H -2.101 -1.130 3.331
H -1.379 -2.641 3.928
H -1.458 -1.224 4.999
H -2.803 2.285 3.194
H -4.055 2.259 0.976
H -2.968 1.289 -1.021
H 0.584 0.587 1.132
```

Results
Max |F|: 0.1459 Eh/bohr
Net charge: +3
HOMO level (spin up / spin down): -16.13 / -16.13 eV
⟨S²⟩: 2.018
Frontier orbital gap (spin up / spin down): 3.98 / 3.88 eV
E: -57845.497 eV
Multiplicity: 3

# 4
Computed, not measured: a molecular structure, C16H26ClIN4NiO8PSb, with wB97M-V/def2-TZVPD.

The geometry in XYZ format:
```
59
C16H26ClIN4NiO8PSb (wB97M-V/def2-TZVPD)
Ni 1.063 1.101 -0.300
I 2.273 1.621 -2.462
C 1.038 4.924 -1.565
Sb 0.707 3.602 0.044
C -1.363 3.896 0.354
C 1.443 4.814 1.610
H 0.631 5.906 -1.300
H 0.550 4.532 -2.454
H 2.108 4.993 -1.745
H -1.560 4.972 0.396
H -1.633 3.424 1.301
H -1.913 3.430 -0.460
H 1.021 5.814 1.461
H 2.533 4.842 1.578
H 1.129 4.389 2.563
O -2.496 -0.628 -1.127
C -1.944 0.196 -0.373
O -1.041 1.035 -0.728
C -2.269 0.052 1.096
C -3.416 0.614 1.641
C -3.728 0.427 2.981
C -2.915 -0.346 3.794
C -1.796 -0.921 3.228
C -1.454 -0.723 1.908
N -0.946 -1.812 4.068
O -0.176 -2.575 3.506
O -1.087 -1.747 5.275
H -4.075 1.204 1.011
H -4.620 0.880 3.395
H -3.139 -0.514 4.839
H -0.542 -1.169 1.545
O 2.735 2.359 2.890
Cl 2.188 1.125 2.377
O 2.834 0.790 1.091
O 2.345 0.043 3.312
O 0.743 1.314 2.062
C -0.689 -3.470 -2.366
N 0.025 -2.418 -3.217
C 1.456 -2.886 -3.511
N 2.153 -3.199 -2.304
C 1.414 -4.200 -1.528
N 0.062 -3.749 -1.185
C 0.059 -2.627 -0.223
P 0.946 -1.143 -0.919
C 0.020 -1.081 -2.509
C 2.477 -1.997 -1.498
H -0.790 -4.359 -2.983
H -1.665 -3.060 -2.121
H -0.469 -2.316 -4.101
H 1.942 -2.075 -4.045
H 1.368 -3.764 -4.146
H 1.960 -4.413 -0.612
H 1.341 -5.117 -2.114
H 0.533 -2.937 0.703
H -0.966 -2.343 0.006
H 0.464 -0.330 -3.152
H -1.007 -0.799 -2.279
H 3.070 -2.292 -0.631
H 3.066 -1.292 -2.077
```

Results
Max |F|: 0.0193 Eh/bohr
HOMO level (spin up / spin down): -8.13 / -8.13 eV
Frontier orbital gap (spin up / spin down): 7.28 / 7.34 eV
E: -116836.172 eV

# 5
Computed, not measured: C16H26FO3P in the gas phase, with wB97M-V/def2-TZVPD.

The geometry in XYZ format:
```
47
C16H26FO3P (wB97M-V/def2-TZVPD)
C 3.749 1.022 1.739
C 3.724 0.510 0.229
C 2.368 -0.225 -0.142
C 2.209 -0.075 -1.733
C 2.367 -1.741 0.303
F 3.526 -2.306 -0.290
O 1.267 -2.463 -0.198
C 0.119 -2.344 0.668
C -1.134 -1.828 -0.105
C -2.259 -1.449 0.968
C -1.976 0.058 1.347
C -1.207 0.438 2.544
C -0.976 1.858 2.774
C -1.504 2.842 1.815
C -2.263 2.474 0.631
C -2.817 3.477 -0.434
C -2.504 1.048 0.400
O -1.614 -2.708 -1.133
C -1.108 -2.302 -2.406
P -2.045 -0.894 -3.212
O -3.457 -1.214 -3.625
H 3.951 0.143 2.402
H 4.596 1.748 1.910
H 2.791 1.556 1.964
H 4.623 -0.151 0.114
H 3.906 1.419 -0.409
H 1.546 0.374 0.332
H 1.118 0.076 -1.927
H 2.611 -1.014 -2.199
H 2.793 0.796 -2.127
H 2.484 -1.799 1.418
H -0.054 -3.291 1.248
H 0.377 -1.553 1.436
H -0.830 -0.858 -0.600
H -3.255 -1.548 0.451
H -2.229 -2.109 1.870
H -0.848 -0.388 3.198
H -0.394 2.210 3.663
H -1.315 3.925 1.993
H -2.538 3.044 -1.438
H -2.301 4.461 -0.325
H -3.935 3.545 -0.398
H -3.085 0.720 -0.491
H -0.027 -1.969 -2.350
H -1.160 -3.176 -3.108
H -1.985 0.245 -2.359
H -1.305 -0.583 -4.406
```

Results
Max |F|: 0.0558 Eh/bohr
HOMO level: -9.13 eV
Frontier orbital gap: 9.72 eV
E: -35160.206 eV
Energy relative to the best compared isomer or geometry (same formula, charge and spin): 54.7 kcal/mol

# 6
Computed, not measured: a molecular structure, C16H26IO5P2Ru, with wB97M-V/def2-TZVPD.

The geometry in XYZ format:
```
51
C16H26IO5P2Ru (wB97M-V/def2-TZVPD)
C 3.120 7.539 0.645
C 3.355 6.047 0.510
H 4.106 8.030 0.681
H 2.575 7.764 1.576
H 2.559 7.925 -0.220
O 4.411 5.468 0.445
I 1.570 4.790 0.422
Ru 0.462 -0.006 0.014
P 0.454 0.631 -2.167
C 1.387 -0.551 -3.220
C -1.227 0.528 -2.883
H -1.226 0.805 -3.944
H 0.912 2.410 -3.759
H -1.876 1.204 -2.320
H 0.544 3.038 -2.113
H 1.024 -1.568 -3.027
H -1.621 -0.489 -2.775
C 1.066 2.262 -2.682
H 1.255 -0.321 -4.285
H 2.133 2.322 -2.450
H 2.451 -0.497 -2.966
P 0.514 0.244 2.257
C 1.461 -1.105 3.065
C 1.129 1.756 3.043
H -1.820 0.754 2.517
H -1.154 0.065 4.033
H -1.546 -1.000 2.653
C -1.164 -0.012 2.940
H 0.596 2.617 2.630
H 0.995 1.702 4.129
H 1.358 -1.053 4.156
H 2.518 -1.006 2.793
H 2.192 1.858 2.802
H 1.088 -2.076 2.714
C 1.976 -1.033 -0.126
O 2.877 -1.789 -0.212
O -0.451 -4.112 0.635
C -1.679 -4.211 0.107
C -2.212 -5.484 -0.116
C -3.496 -5.619 -0.616
C -4.264 -4.492 -0.924
C -3.712 -3.221 -0.750
C -2.415 -3.048 -0.276
C -1.867 -1.665 -0.155
O -2.533 -0.641 -0.268
O -0.543 -1.649 0.068
H -0.171 -3.167 0.373
H -1.611 -6.359 0.108
H -3.917 -6.609 -0.755
H -5.278 -4.633 -1.308
H -4.305 -2.343 -0.998
```

Results
Max |F|: 0.1932 Eh/bohr
Net charge: +2
HOMO level (spin up / spin down): -13.77 / -13.85 eV
⟨S²⟩: 8.787
Frontier orbital gap (spin up / spin down): 7.22 / 3.73 eV
E: -56493.831 eV
Multiplicity: 6
Energy relative to the best compared isomer or geometry (same formula, charge and spin): 0.0 kcal/mol

# 7
Computed, not measured: a molecular structure, C16H26InN10S2, with wB97M-V/def2-TZVPD.

The geometry in XYZ format:
```
55
C16H26InN10S2 (wB97M-V/def2-TZVPD)
In 0.226 0.500 -0.760
N 3.093 0.847 -0.358
N 3.500 0.581 0.958
C 2.674 0.685 2.010
N 3.171 0.567 3.229
S 1.001 0.937 1.830
H 3.677 0.317 -1.003
H 3.211 1.844 -0.582
H 4.496 0.487 1.147
H 4.157 0.438 3.400
H 2.564 0.633 4.035
C -4.404 1.073 1.291
N -3.394 2.090 1.367
C -3.279 3.046 2.323
C -2.210 3.828 1.994
N -1.685 3.353 0.822
C -2.422 2.266 0.446
S -2.331 1.289 -0.949
C -0.662 3.994 0.082
C -0.474 5.368 0.195
C 0.462 5.969 -0.633
C 1.157 5.186 -1.546
C 0.941 3.819 -1.536
N 0.062 3.225 -0.732
H -4.932 1.016 2.240
H -3.945 0.108 1.069
H -5.119 1.309 0.500
H -3.957 3.117 3.154
H -1.784 4.656 2.526
H -1.047 5.969 0.884
H 0.621 7.033 -0.581
H 1.849 5.633 -2.240
H 1.474 3.155 -2.211
C 0.216 -2.841 0.336
N 0.208 -4.283 0.362
C -1.016 -4.777 -0.256
N -1.059 -4.309 -1.633
C -1.069 -2.867 -1.677
N 0.164 -2.342 -1.051
C 1.324 -2.897 -1.777
N 1.292 -4.339 -1.736
C 1.364 -4.802 -0.359
C 0.080 -4.831 -2.374
H 1.136 -2.474 0.805
H -0.656 -2.459 0.882
H -1.885 -4.398 0.290
H -1.025 -5.868 -0.232
H -1.940 -2.486 -1.128
H -1.118 -2.533 -2.719
H 2.242 -2.537 -1.298
H 1.299 -2.558 -2.817
H 2.283 -4.432 0.102
H 1.368 -5.893 -0.325
H 0.067 -5.921 -2.358
H 0.038 -4.489 -3.411
```

Results
Max |F|: 0.0359 Eh/bohr
Net charge: +3
HOMO level (spin up / spin down): -16.44 / -16.35 eV
Frontier orbital gap (spin up / spin down): 4.36 / 4.24 eV
E: -58732.531 eV
Energy relative to the best compared isomer or geometry (same formula, charge and spin): 66.5 kcal/mol

# 8
Computed, not measured: C16H26N2O4S in the gas phase, with wB97M-V/def2-TZVPD.

The geometry in XYZ format:
```
49
C16H26N2O4S (wB97M-V/def2-TZVPD)
C 0.931 3.922 1.184
C -0.004 3.574 0.034
C -0.194 2.065 -0.085
C -1.097 1.676 -1.243
H -0.691 2.042 -2.187
H -1.220 0.594 -1.308
S -2.766 2.407 -1.179
C -3.488 1.528 0.269
C -3.663 0.098 -0.036
C -3.008 -0.999 0.470
N -3.513 -2.106 -0.212
C -4.458 -1.726 -1.127
O -5.091 -2.425 -1.878
N -4.525 -0.347 -0.998
H -5.107 0.244 -1.569
H -3.274 -3.066 -0.037
C -2.000 -1.039 1.512
O -1.677 -0.040 2.131
C -1.353 -2.384 1.774
H -0.788 -2.304 2.704
H -2.125 -3.146 1.902
C -0.403 -2.778 0.636
C 0.754 -1.791 0.510
H 0.367 -0.788 0.324
H 1.310 -1.758 1.450
C 1.701 -2.171 -0.628
C 2.719 -1.078 -0.871
O 2.462 0.096 -0.932
O 3.941 -1.587 -1.030
C 5.009 -0.668 -1.279
C 5.554 -0.088 0.018
H 4.783 0.494 0.516
H 6.398 0.559 -0.200
H 5.879 -0.886 0.681
H 4.641 0.133 -1.928
H 5.769 -1.253 -1.801
H 1.130 -2.289 -1.553
H 2.224 -3.104 -0.421
H -0.946 -2.814 -0.312
H -0.010 -3.777 0.835
H -2.838 1.663 1.130
H -4.445 2.021 0.433
H -0.595 1.671 0.852
H 0.775 1.591 -0.257
H -0.972 4.054 0.192
H 0.408 3.960 -0.902
H 1.906 3.467 1.029
H 1.061 5.000 1.261
H 0.528 3.555 2.126
```

Results
Max |F|: 0.0213 Eh/bohr
HOMO level: -8.26 eV
Frontier orbital gap: 8.55 eV
E: -39021.123 eV
Energy relative to the best compared isomer or geometry (same formula, charge and spin): 5.3 kcal/mol

# 9
Computed, not measured: C16H26N4O2S in the gas phase, with wB97M-V/def2-TZVPD.

The geometry in XYZ format:
```
49
C16H26N4O2S (wB97M-V/def2-TZVPD)
C 0.266 1.856 1.796
C 1.371 2.892 1.965
C 2.707 2.451 1.365
C 2.701 2.392 -0.171
H 1.709 2.632 -0.556
H 3.392 3.131 -0.579
C 3.119 1.024 -0.720
N 2.150 0.004 -0.418
C 0.945 -0.179 -0.999
N 0.253 -1.182 -0.476
C 1.046 -1.669 0.499
C 2.237 -0.957 0.569
C 3.262 -1.293 1.506
O 4.348 -0.773 1.666
N 2.853 -2.372 2.292
C 1.678 -3.102 2.269
O 1.488 -4.018 3.035
N 0.754 -2.712 1.324
C -0.509 -3.404 1.204
H -0.591 -3.858 0.216
H -0.542 -4.171 1.975
H -1.328 -2.697 1.336
H 3.520 -2.682 2.990
S 0.393 0.798 -2.317
C -1.214 -0.002 -2.636
C -2.248 0.378 -1.591
H -2.421 1.457 -1.622
C -3.577 -0.362 -1.781
C -4.479 -0.105 -0.575
H -3.996 -0.429 0.343
H -5.417 -0.645 -0.679
H -4.703 0.957 -0.490
C -4.286 0.064 -3.064
H -4.452 1.139 -3.067
H -5.252 -0.430 -3.141
H -3.705 -0.199 -3.944
H -3.366 -1.436 -1.835
H -1.847 0.122 -0.608
H -1.032 -1.075 -2.638
H -1.494 0.336 -3.633
H 4.068 0.714 -0.278
H 3.221 1.082 -1.809
H 2.971 1.475 1.773
H 3.479 3.148 1.696
H 1.061 3.834 1.504
H 1.515 3.079 3.031
H 0.561 0.908 2.244
H 0.042 1.685 0.746
H -0.647 2.193 2.283
```

Results
Max |F|: 0.0272 Eh/bohr
HOMO level: -8.04 eV
Frontier orbital gap: 8.59 eV
E: -37907.152 eV
Energy relative to the best compared isomer or geometry (same formula, charge and spin): 0.0 kcal/mol